Entry from the OMol25 dataset: a structure of composition C39H46FN5O7PPd in a non-equilibrium geometry (the ωB97M-V functional and the def2-TZVPD basis).

Computed properties:
total charge: +1
HOMO (spin up / spin down): -10.352 / -10.515 eV
calculated total energy: -2883.1875 Eh
F_max: 2.33 eV/A
spin multiplicity: 3
LUMO (spin up / spin down): -2.3718 / -3.7119 eV
gap between HOMO and LUMO (spin up / spin down): 0.2933 / 0.2500 Eh
M: 853.2 g/mol
<S²>: 2.01

Each line ends with the Mulliken charge.
Atoms and positions in Å:
1 Pd 0.750 -0.005 0.249  0.082
2 C -0.089 2.731 3.509  -1.182
3 C 1.357 2.455 3.060  0.519
4 C 1.565 3.077 1.678  -1.368
5 C 1.724 0.963 3.143  -0.812
6 C 1.672 0.455 4.587  -0.812
7 O 0.635 -0.582 4.539  -0.498
8 C 0.226 -0.730 3.262  0.107
9 N 0.840 0.032 2.421  1.007
10 C -0.787 -1.799 3.097  -0.602
11 C -1.281 -2.386 4.264  -0.519
12 C -2.191 -3.448 4.213  -0.959
13 C -2.506 -4.015 3.004  -0.636
14 C -1.918 -3.531 1.840  -1.292
15 C -1.074 -2.394 1.864  0.523
16 P -0.708 -1.734 0.239  3.009
17 C 0.094 -3.168 -0.499  0.584
18 C -0.480 -3.888 -1.543  -0.276
19 C 0.136 -5.041 -2.069  -0.822
20 C 1.349 -5.472 -1.493  -0.707
21 C 1.902 -4.746 -0.447  -0.670
22 C 1.283 -3.613 0.065  -0.465
23 C -2.248 -1.379 -0.667  0.093
24 C -2.154 -0.832 -1.939  0.630
25 C -3.259 -0.440 -2.683  -0.643
26 C -4.478 -0.697 -2.156  -0.622
27 C -4.648 -1.266 -0.878  -0.946
28 C -3.512 -1.578 -0.127  -0.617
29 H -0.229 3.810 3.468  0.497
30 H -0.382 2.379 4.527  0.402
31 H -0.781 2.303 2.815  -0.173
32 H 2.072 2.931 3.734  0.554
33 H 0.865 2.655 0.901  -0.184
34 H 2.602 3.002 1.348  0.470
35 H 1.266 4.132 1.783  0.515
36 H 2.716 0.896 2.717  0.462
37 H 1.325 1.244 5.270  0.397
38 H 2.569 -0.023 4.927  0.350
39 H -1.021 -1.908 5.167  0.714
40 H -2.670 -3.763 5.112  0.435
41 H -3.141 -4.858 2.910  0.520
42 H -2.148 -4.086 0.920  0.413
43 H -1.413 -3.604 -1.978  0.478
44 H -0.341 -5.565 -2.874  0.484
45 H 1.865 -6.356 -1.838  0.415
46 H 2.812 -5.151 -0.004  0.435
47 H 1.751 -3.091 0.906  0.353
48 H -1.199 -0.647 -2.381  -0.215
49 H -3.140 -0.013 -3.680  0.404
50 H -5.355 -0.454 -2.754  0.393
51 H -5.651 -1.457 -0.492  0.423
52 H -3.662 -1.975 0.865  0.475
53 C 5.208 -1.744 0.254  -1.412
54 C 4.105 -0.709 0.067  0.726
55 C 4.489 0.659 -0.479  -1.020
56 O 2.957 -0.950 0.394  -0.055
57 H 5.953 -1.331 0.908  0.418
58 H 5.727 -2.041 -0.671  0.352
59 H 4.781 -2.649 0.691  0.288
60 H 4.956 0.570 -1.448  0.411
61 H 5.212 1.131 0.157  0.440
62 H 3.576 1.237 -0.586  -0.106
63 C 0.065 2.450 -2.978  -1.015
64 N 0.421 1.194 -3.659  0.422
65 C 0.045 1.106 -5.052  -0.727
66 C -0.031 -0.289 -5.526  -0.528
67 C 1.216 -1.090 -5.162  -0.681
68 N 1.535 -0.870 -3.756  0.322
69 C 2.351 -1.870 -3.097  -0.771
70 C 1.150 0.262 -3.054  0.134
71 O 1.478 0.402 -1.861  -0.251
72 H -1.004 2.627 -3.099  0.387
73 H 0.645 3.255 -3.418  0.455
74 H 0.320 2.360 -1.886  -0.053
75 H 0.739 1.689 -5.667  0.358
76 H -0.907 1.629 -5.212  0.405
77 H -0.134 -0.271 -6.618  0.409
78 H -0.924 -0.759 -5.130  0.144
79 H 2.087 -0.819 -5.780  0.334
80 H 0.993 -2.129 -5.333  0.395
81 H 1.968 -2.890 -3.323  0.267
82 H 2.247 -1.736 -2.016  -0.032
83 H 3.356 -1.841 -3.464  0.376
84 F -0.165 6.231 0.220  -0.408
85 C -1.038 5.567 0.937  0.728
86 C -1.557 4.414 0.483  -0.252
87 N -2.406 3.643 1.220  0.242
88 C -2.971 2.363 0.725  -1.801
89 C -1.883 1.327 0.880  0.197
90 O -2.010 0.414 1.693  -0.530
91 O -0.903 1.513 0.097  0.705
92 C -2.939 4.174 2.419  0.417
93 O -3.768 3.574 3.065  -0.637
94 N -2.358 5.328 2.867  0.001
95 C -1.367 6.103 2.245  0.282
96 O -0.923 7.095 2.777  -0.625
97 H -1.357 4.018 -0.505  0.328
98 H -3.316 2.455 -0.330  0.191
99 H -3.819 2.137 1.388  0.432
100 H -2.708 5.690 3.724  0.218

***

Entry from the OMol25 dataset: a cluster of 8 separate species, C41H98N6O8 in total in a non-equilibrium geometry (the ωB97M-V functional and the def2-TZVPD basis).

Computed properties:
HOMO: -7.999 eV
calculated total energy: -2551.0909 Eh
structure (SMILES): CC1(C)CCCC(C)(C)N1O.CC1(C)CCCC(C)(C)N1O.CC1(C)CCCC(C)(C)N1O.COC[C@H](C)N.COC[C@H](C)N.COC[C@H](C)N.CO.CO
F_max: 3.00 eV/A
LUMO: 0.5938 eV
gap between HOMO and LUMO: 0.3158 Eh
M: 803.3 g/mol
relative energy (zero: lowest compared OMol25 entry of this formula, charge and spin): 8.4 kcal per mole

Each line ends with the Mulliken charge.
Atoms and positions in Å:
1 C -12.896 -6.376 -10.117  0.321
2 O -13.075 -5.366 -11.109  -0.601
3 H -11.943 -6.173 -9.624  -0.397
4 H -13.741 -6.321 -9.428  0.328
5 H -12.862 -7.415 -10.436  0.087
6 H -12.913 -4.496 -10.743  0.290
7 C -9.084 -1.291 -6.258  -0.699
8 O -9.525 -1.442 -7.603  -0.392
9 H -9.495 -2.059 -5.612  0.276
10 H -7.988 -1.393 -6.251  0.241
11 H -9.178 -0.239 -5.972  0.294
12 H -8.875 -0.972 -8.183  0.250
13 C -7.784 -6.796 -8.395  -0.477
14 C -8.531 -5.794 -9.269  1.055
15 C -9.262 -4.769 -8.357  1.332
16 O -10.503 -5.367 -7.976  0.252
17 C -11.412 -4.407 -7.438  -0.988
18 N -7.674 -5.169 -10.250  -0.239
19 H -7.024 -6.187 -7.886  0.581
20 H -7.267 -7.579 -8.949  -0.313
21 H -8.433 -7.129 -7.587  -0.443
22 H -9.379 -6.269 -9.790  -0.292
23 H -9.471 -3.828 -8.867  -1.177
24 H -8.664 -4.672 -7.445  0.140
25 H -10.893 -3.632 -6.877  0.172
26 H -12.063 -4.995 -6.787  0.316
27 H -12.071 -4.011 -8.215  0.127
28 H -7.038 -5.847 -10.649  0.337
29 H -8.212 -4.699 -10.962  -1.585
30 C -6.390 -2.005 -8.973  -1.338
31 C -6.259 -0.467 -9.070  0.623
32 C -5.636 -0.007 -10.406  -0.628
33 O -5.808 1.376 -10.574  -0.297
34 C -4.720 2.163 -10.120  -0.763
35 N -7.643 0.106 -8.951  -0.497
36 H -5.498 -2.461 -8.533  0.608
37 H -6.525 -2.509 -9.932  0.547
38 H -7.209 -2.269 -8.310  -0.302
39 H -5.658 -0.204 -8.199  0.785
40 H -6.172 -0.425 -11.263  0.126
41 H -4.626 -0.436 -10.439  0.469
42 H -3.901 1.982 -10.821  0.310
43 H -4.372 1.953 -9.104  0.282
44 H -4.845 3.246 -10.107  0.272
45 H -7.410 1.015 -8.546  0.288
46 H -7.953 0.415 -9.871  0.025
47 C -9.684 -6.033 -4.931  -0.995
48 C -8.216 -6.330 -4.697  0.723
49 C -7.842 -5.956 -3.264  -0.910
50 O -8.282 -4.635 -3.009  -0.191
51 C -8.383 -4.197 -1.667  -0.817
52 N -8.017 -7.753 -5.023  -0.473
53 H -10.281 -6.389 -4.073  0.569
54 H -10.148 -6.715 -5.645  -0.082
55 H -10.014 -5.005 -5.043  0.149
56 H -7.586 -5.737 -5.363  0.003
57 H -6.751 -5.978 -3.186  0.334
58 H -8.406 -6.592 -2.571  0.456
59 H -7.514 -4.468 -1.065  0.302
60 H -9.207 -4.736 -1.181  0.337
61 H -8.655 -3.149 -1.708  0.224
62 H -7.125 -8.026 -5.412  0.254
63 H -8.158 -8.324 -4.196  0.234
64 C -10.442 -9.450 -9.776  -0.690
65 C -10.311 -10.479 -8.662  1.932
66 C -11.188 -10.136 -7.448  -0.725
67 C -12.650 -10.519 -7.661  -0.635
68 C -12.784 -11.971 -8.119  -1.424
69 C -11.879 -12.330 -9.304  1.707
70 N -10.523 -11.867 -9.099  0.268
71 O -9.628 -12.223 -10.113  -0.476
72 C -11.797 -13.865 -9.399  -2.009
73 C -12.543 -11.806 -10.583  -1.614
74 C -8.856 -10.376 -8.116  -1.719
75 H -9.740 -8.624 -9.641  -0.045
76 H -11.450 -9.080 -9.956  -0.414
77 H -10.155 -9.860 -10.749  0.547
78 H -10.819 -10.783 -6.644  0.536
79 H -11.131 -9.131 -7.031  -0.196
80 H -13.213 -9.905 -8.368  0.190
81 H -13.122 -10.375 -6.685  0.488
82 H -13.810 -12.234 -8.393  0.505
83 H -12.657 -12.698 -7.307  0.403
84 H -11.437 -14.205 -10.371  0.385
85 H -11.113 -14.349 -8.692  0.440
86 H -12.712 -14.387 -9.101  0.400
87 H -12.669 -10.727 -10.672  0.172
88 H -11.937 -12.017 -11.470  0.338
89 H -13.523 -12.269 -10.703  0.500
90 H -8.212 -10.489 -8.991  0.313
91 H -8.644 -11.244 -7.487  0.559
92 H -8.712 -9.438 -7.590  0.005
93 H -9.042 -12.872 -9.708  0.360
94 C -7.584 -10.000 -15.696  -2.149
95 C -7.142 -8.850 -14.755  1.811
96 C -8.404 -7.965 -14.579  -1.841
97 C -8.385 -7.229 -13.218  -0.266
98 C -7.961 -8.097 -12.042  0.876
99 C -6.598 -8.842 -12.278  1.831
100 N -6.644 -9.524 -13.564  0.726
101 O -5.590 -10.421 -13.773  -0.506
102 C -5.435 -7.859 -12.255  -2.184
103 C -6.410 -9.876 -11.156  -2.178
104 C -6.079 -8.041 -15.479  -1.979
105 H -8.086 -9.664 -16.602  0.421
106 H -8.203 -10.714 -15.152  0.455
107 H -6.679 -10.545 -15.975  0.494
108 H -8.491 -7.179 -15.327  0.386
109 H -9.290 -8.595 -14.670  0.453
110 H -9.404 -6.897 -13.016  0.619
111 H -7.675 -6.415 -13.368  -0.034
112 H -8.674 -8.882 -11.788  -0.948
113 H -7.931 -7.540 -11.102  -0.258
114 H -5.494 -6.940 -12.838  0.270
115 H -5.083 -7.563 -11.259  0.457
116 H -4.538 -8.359 -12.642  0.463
117 H -7.181 -10.645 -11.185  0.425
118 H -5.418 -10.319 -11.283  0.598
119 H -6.301 -9.472 -10.147  0.310
120 H -6.281 -8.021 -16.558  0.519
121 H -5.116 -8.559 -15.572  0.356
122 H -5.913 -7.037 -15.094  0.284
123 H -6.019 -11.276 -13.654  0.334
124 C -8.116 -1.792 -11.688  -0.319
125 C -9.349 -2.324 -12.455  1.879
126 C -10.417 -2.642 -11.374  0.195
127 C -11.213 -1.438 -10.907  -0.796
128 C -11.809 -0.763 -12.158  -1.847
129 C -10.832 -0.275 -13.209  2.206
130 N -9.861 -1.388 -13.454  0.319
131 O -8.929 -1.055 -14.441  -0.485
132 C -11.634 -0.102 -14.481  -2.048
133 C -10.118 0.983 -12.746  -1.554
134 C -9.010 -3.662 -13.138  -1.975
135 H -7.220 -1.874 -12.316  0.776
136 H -7.808 -2.541 -10.952  -0.633
137 H -8.309 -0.836 -11.211  -0.541
138 H -11.056 -3.492 -11.627  0.801
139 H -9.880 -2.981 -10.481  -1.183
140 H -10.503 -0.753 -10.427  -0.001
141 H -11.960 -1.646 -10.142  0.662
142 H -12.487 0.009 -11.770  0.680
143 H -12.587 -1.491 -12.418  0.320
144 H -11.861 -1.067 -14.925  0.424
145 H -12.566 0.446 -14.303  0.373
146 H -11.174 0.569 -15.213  0.369
147 H -9.500 0.800 -11.862  0.160
148 H -9.358 1.311 -13.457  0.415
149 H -10.866 1.729 -12.478  0.421
150 H -9.948 -4.108 -13.460  0.557
151 H -8.446 -4.278 -12.437  0.547
152 H -8.372 -3.511 -14.011  0.647
153 H -8.273 -0.466 -14.026  0.364

***

Entry from the OMol25 dataset: the molecule C10H12ClIO in a non-equilibrium geometry (the ωB97M-V functional and the def2-TZVPD basis).

Computed properties:
HOMO: -8.608 eV
calculated total energy: -1221.2744 Eh
structure (SMILES): C/C=C/C[C@@]1(I)C=C(Cl)C=C[C@H]1O
F_max: 4.11 eV/A
LUMO: -0.1429 eV
gap between HOMO and LUMO: 0.3111 Eh
M: 310.6 g/mol
relative energy (zero: lowest compared OMol25 entry of this formula, charge and spin): 0.0 kcal per mole

Each line ends with the Mulliken charge.
Atoms and positions in Å:
1 C -1.945 -1.283 -0.441  -0.144
2 C -1.635 -0.670 -1.569  -0.948
3 C 0.268 -2.145 -0.145  -0.729
4 C -1.053 -2.164 0.268  0.189
5 C 0.540 0.504 1.506  0.029
6 C 0.489 0.676 0.199  -0.214
7 C -0.412 -1.168 -2.355  -0.107
8 C 0.800 -1.356 -1.247  0.158
9 C -0.346 1.296 2.434  -1.385
10 C 1.385 -0.091 -0.722  -1.697
11 O 0.055 -0.104 -3.226  -0.548
12 Cl -1.564 -3.047 1.642  -0.205
13 I 2.219 -2.521 -2.431  0.107
14 H -2.741 -0.900 0.110  0.467
15 H -2.158 0.163 -2.084  0.336
16 H 0.978 -2.733 0.281  0.655
17 H 1.299 -0.145 1.893  0.438
18 H -0.231 1.381 -0.205  0.340
19 H -0.611 -2.123 -2.840  0.617
20 H -1.313 0.862 2.590  0.270
21 H -0.480 2.234 2.040  0.420
22 H 0.174 1.298 3.383  0.370
23 H 2.282 -0.248 -0.276  0.654
24 H 1.573 0.468 -1.564  0.544
25 H 0.440 -0.529 -3.955  0.381

***

Entry from the OMol25 dataset: a structure of composition C3H6N3S in a non-equilibrium geometry (the ωB97M-V functional and the def2-TZVPD basis).

Computed properties:
total charge: +1
HOMO (spin up / spin down): -12.604 / -14.284 eV
calculated total energy: -679.9135 Eh
F_max: 4.70 eV/A
spin multiplicity: 3
LUMO (spin up / spin down): -3.8789 / -7.5007 eV
gap between HOMO and LUMO (spin up / spin down): 0.3206 / 0.2493 Eh
M: 116.2 g/mol
relative energy (zero: lowest compared OMol25 entry of this formula, charge and spin): 28.7 kcal per mole
<S²>: 2.01

Each line ends with the Mulliken charge.
Atoms and positions in Å:
1 C 1.444 -1.339 -0.628  0.334
2 C -0.984 0.329 -0.262  -0.417
3 C 0.465 0.750 -0.008  -0.050
4 N 1.547 0.068 -0.698  -0.085
5 N 0.617 -1.838 0.327  -0.315
6 N -0.245 -0.237 0.835  -0.236
7 S 2.571 -2.361 -1.313  0.014
8 H -1.695 1.110 -0.197  0.385
9 H -0.978 -0.245 -1.286  0.233
10 H 0.640 1.661 0.540  0.373
11 H 2.194 0.461 -1.308  0.186
12 H 0.013 -2.762 0.224  0.309
13 H -0.650 -0.033 1.725  0.269